Density functional theory data (ωB97M-V with the def2-TZVPD basis set) for 3 unconnected molecules or ions with the total composition C4H8NO3 at a distorted geometry.

Atoms and positions in Å:
C -2.58 -0.24 -1.06
O -2.81 -1.45 -0.63
C -1.21 0.24 -0.40
C 1.91 -0.30 1.37
C 3.29 -0.45 1.05
O -1.78 2.74 0.13
O 3.77 -1.23 0.22
N -0.16 -0.23 -0.73
H -2.48 -0.20 -2.15
H -3.32 0.50 -0.72
H -1.28 1.26 0.14
H 1.18 -1.01 1.03
H 1.70 0.37 2.18
H 3.97 0.32 1.48
H 0.69 0.11 -0.17
H -2.34 3.31 -0.41

Output
2S+1: 1
Charge: -1
LUMO in Eh: 0.001
HOMO in eV: -4.16
ΔE to the lowest compared entry with this formula, charge and spin in kcal per mole: 220.1
DFT total energy in Ha: -437.45474